Entry 1:
# C31H40N4O3

C31H40N4O3 as an isolated structure (ωB97M-V/def2-TZVPD, OMol25).

Values from the calculation:
- lowest unoccupied orbital energy (eV) = -0.456
- E (a.u.) = -1649.96350
- E_HOMO (eV) = -7.055
- net charge = 0

Geometry as XYZ:
```
78
Properties=species:S:1:pos:R:3:forces:R:3
N -2.66462 3.76218 0.29305 0.285 0.397 0.605
C -0.22280 -1.14059 -1.21786 -1.670 0.490 -0.523
C 0.48493 3.61602 3.30257 -0.030 -0.036 0.150
H -3.01754 -2.78036 -4.56734 0.358 -0.072 0.305
C 1.78803 4.02201 3.00570 -0.114 0.239 0.320
N 1.99090 -1.36569 -0.26413 3.114 0.026 1.999
H 5.87040 -2.55521 2.53185 0.054 0.104 -0.193
C -0.49390 0.98057 -0.12866 -0.497 0.243 -0.002
O 1.28571 -3.23200 0.86167 0.421 0.624 -0.513
C -0.11533 -3.45315 -2.07322 -0.011 0.622 0.468
H -2.11478 -0.13333 -0.99856 0.535 0.071 -0.073
H 4.15704 0.11727 2.64189 -0.094 -0.145 0.067
C -2.56723 2.38402 -0.15423 -0.281 -0.258 -0.020
C 3.64289 -2.81536 0.88451 0.004 -0.318 0.334
C -2.20936 -2.97241 -3.85365 0.069 -0.393 0.009
C 2.20191 -2.49582 0.49720 0.436 -0.183 0.127
H 4.80429 -1.21760 -0.81107 -0.094 0.133 0.168
C 2.90044 -0.33864 -0.35026 0.549 -0.335 0.211
H -3.78934 5.46148 0.70716 0.099 -0.206 -0.057
C -1.02807 -0.10869 -0.81934 -1.138 0.355 0.087
C -0.64589 -4.51174 -2.77334 -0.519 0.065 -0.462
H -3.87854 -4.63378 -5.55408 0.030 -0.181 -0.170
H 0.46197 1.69984 2.30529 -0.136 0.198 0.079
H 4.89228 0.25273 0.18201 -0.108 0.007 -0.116
H 2.17044 6.39966 5.43039 -0.130 -0.296 -0.198
C 5.85149 -1.90124 1.64938 -0.025 0.053 -0.014
C -2.56322 -6.60662 -3.77906 0.022 0.058 0.099
H -3.59078 -6.59305 -3.36618 0.279 0.003 -0.079
O 2.60656 0.80973 -0.69640 -0.194 -0.844 0.142
C 0.40562 5.17795 5.15206 0.142 -0.073 -0.184
H 0.88936 -1.20038 -0.66142 -0.769 0.048 -0.851
H -4.73957 3.95346 0.57270 0.129 0.156 -0.008
H -1.86618 -6.82060 -2.96254 -0.227 -0.022 -0.231
C -3.51752 1.47464 0.64547 -0.111 0.090 0.188
N -1.16475 2.09465 0.19215 0.640 -0.791 -0.136
H 3.42283 5.31992 3.55279 -0.302 -0.034 0.070
H 6.42051 -0.99262 1.88408 -0.074 -0.148 -0.027
H 0.56356 0.98228 0.15440 -0.241 -0.065 -0.218
H -3.96258 2.25954 -1.79617 0.299 0.051 -0.053
C -0.68610 -2.14855 -2.09611 -1.257 -1.143 -1.380
C 4.34059 -0.67936 0.03121 0.234 0.438 0.110
H 3.63861 -3.54367 1.69870 -0.173 -0.030 -0.064
H -3.22294 0.42375 0.56087 -0.133 0.254 0.001
H 0.35193 3.50728 0.56104 -0.386 -0.055 0.248
C -2.87405 2.29469 -1.65843 0.167 0.248 -0.063
H -3.49510 1.75662 1.70887 -0.025 -0.110 -0.290
H -2.23258 -0.97619 -3.07399 0.073 -0.153 -0.140
C -0.19759 4.17843 4.38634 0.302 0.157 -0.123
C 3.71628 -0.87333 2.47459 0.123 0.007 0.045
H -1.21610 3.84529 4.60127 0.320 0.150 -0.012
H 2.63709 -0.75204 2.30943 0.249 0.017 0.046
C -0.55379 3.10768 1.05714 0.171 0.468 -0.499
C -3.89148 4.51917 0.16584 -0.186 -0.148 -0.230
C -0.19173 2.57413 2.44179 -0.177 -0.173 0.248
H 3.85394 -1.47893 3.37982 -0.071 0.167 -0.127
C 2.40132 5.01230 3.78128 -0.252 -0.042 -0.008
H -1.11610 2.22590 2.93016 0.276 0.020 -0.093
H -2.27933 -4.44391 -6.31488 -0.152 -0.172 0.154
H -0.14405 5.62274 5.98584 0.242 -0.111 -0.288
H -3.01803 -6.06635 -6.20108 -0.005 0.265 0.075
O -1.60708 5.24457 1.71526 0.059 -1.324 -0.795
C -1.76494 -1.95768 -3.02434 0.770 -0.165 0.583
H -2.51032 -7.40867 -4.52589 0.067 0.096 0.261
C -1.70036 -4.29489 -3.70635 0.165 0.547 0.773
H -4.53981 1.58850 0.25827 0.247 -0.096 0.251
C 4.40758 -1.55715 1.28863 -0.228 -0.071 -0.477
N -2.22844 -5.34657 -4.41923 0.131 -0.416 -0.644
H 2.30745 3.56309 2.16016 -0.035 0.156 0.278
H -4.09158 4.72564 -0.89203 -0.017 0.043 0.187
H -0.24914 -5.51913 -2.62213 -0.052 0.412 -0.174
H -2.43482 1.40183 -2.10683 -0.159 0.274 0.037
C -2.89174 -5.10640 -5.68790 -0.093 0.302 0.264
H -2.47477 3.18069 -2.16851 -0.055 -0.244 0.082
H 6.35336 -2.41621 0.81977 -0.082 0.087 0.159
C 1.70316 5.60739 4.84015 -0.120 -0.248 -0.052
H 4.15432 -3.28074 0.02821 -0.164 0.059 0.098
H 0.72219 -3.61379 -1.39977 -0.200 -0.084 -0.064
C -1.63499 4.18481 1.09403 -0.271 0.989 0.319
```
Positions in Å, forces in eV/Å.


Entry 2:
# C31H41Cl2N6O5PSeW

C31H41Cl2N6O5PSeW as an isolated structure (ωB97M-V/def2-TZVPD, OMol25).

Values from the calculation:
- lowest unoccupied orbital energy (alpha / beta) (eV) = -6.715 / -6.571
- E (a.u.) = -5640.49669
- E_HOMO (alpha / beta) (eV) = -13.353 / -13.486
- net charge = +2

Geometry as XYZ:
```
88
Properties=species:S:1:pos:R:3:forces:R:3
C -0.19735 -0.76731 4.09714 0.023 0.015 0.035
H -0.05498 3.71967 2.39791 0.010 -0.003 -0.011
H -4.65505 1.40955 -2.33357 0.009 0.009 -0.011
O 0.35198 0.58579 -0.66821 -0.040 -0.210 0.221
H 1.65987 3.97431 2.00960 -0.012 -0.010 -0.011
H -1.36126 -2.05515 -5.51074 0.002 0.001 -0.003
C 5.11039 -0.93011 0.33774 -0.122 0.024 0.020
C 0.09868 -3.55693 1.04681 -0.005 -0.057 -0.101
H -3.04138 0.89281 3.09906 0.015 0.041 0.021
H 1.75070 2.31668 -1.92356 -0.004 0.011 -0.008
H -3.41299 -0.23243 -0.07728 0.000 -0.013 -0.018
C -0.36222 3.91610 -4.01096 0.007 0.007 0.003
C -2.57217 2.49328 -0.82261 0.015 0.023 0.046
C -0.51647 -1.56760 6.35140 -0.012 0.002 -0.019
C -2.03859 0.47153 3.02179 0.127 0.025 -0.055
H 2.41224 -5.08257 2.96473 0.004 -0.005 0.000
C -0.18167 -4.64416 0.23058 0.040 0.013 -0.031
H -3.37872 -0.15459 5.21363 -0.006 0.002 0.005
N -0.22159 1.99621 -2.65139 -0.076 0.036 0.122
C 1.03010 3.86050 -3.34046 -0.003 0.003 -0.006
C 4.16282 -1.87938 -0.02919 0.086 0.003 -0.020
H -2.22802 -0.00185 -3.97911 -0.007 0.000 -0.007
H 0.38296 4.58101 0.91689 -0.006 -0.020 -0.022
H -1.97747 2.84234 0.02260 -0.004 0.001 0.002
C 1.17274 2.41846 -2.84205 0.023 -0.044 -0.026
C 4.68873 0.25081 0.94486 0.038 -0.029 -0.003
H 0.98700 2.63380 0.00247 -0.047 -0.006 -0.058
O -1.37292 0.77205 1.99617 -0.658 0.017 0.108
C -1.85368 -1.14298 6.32725 0.016 0.003 -0.024
H -4.20359 2.22417 0.57650 0.007 0.013 -0.003
C 6.50359 -1.16026 0.09321 0.119 -0.034 -0.020
H -0.92215 -4.58553 -0.55688 -0.004 0.007 0.003
H 0.32028 -6.69402 -0.17473 -0.001 -0.003 -0.001
N 1.42896 -5.97716 1.39898 0.014 -0.042 -0.017
H -0.40161 -3.30631 -3.63211 0.001 -0.001 0.000
O 0.64270 2.52198 0.89428 0.211 -0.255 0.254
H -2.02973 2.51431 -3.64094 0.007 -0.002 0.000
C 1.67379 -4.93454 2.18430 -0.012 0.052 0.012
H 1.28471 -2.89880 2.73576 0.004 -0.049 -0.079
C 2.83382 -1.62005 0.22461 -0.137 0.102 -0.022
W 0.34013 0.04544 1.28131 0.208 0.168 -0.930
H -2.51320 -1.65358 -3.41680 0.004 0.001 -0.018
C -2.35612 -0.50838 5.22281 0.022 -0.012 -0.025
H 0.54933 -2.13934 -1.77810 -0.009 -0.009 -0.006
H -0.75363 1.88789 -4.69385 -0.006 -0.001 0.001
C -0.81646 -1.50590 -4.74588 -0.015 -0.014 0.004
H 1.07592 4.55736 -2.50391 0.004 -0.002 0.000
H 0.99338 2.50773 4.35383 0.047 0.098 -0.005
C 0.67373 3.77973 1.59464 -0.042 0.067 0.048
C -1.53373 -0.30819 4.09231 0.040 -0.075 0.108
C -0.95440 2.51472 -3.81843 -0.007 0.004 -0.013
H -5.47647 0.76876 -0.90813 -0.002 0.000 -0.004
H -0.98971 4.66234 -3.52631 -0.002 0.004 -0.002
H 2.06868 -2.32998 -0.04541 -0.044 -0.051 0.006
H -0.30713 4.17418 -5.06595 0.005 -0.003 -0.002
C -3.37491 0.21292 -1.07672 0.010 -0.103 0.120
H -4.59405 3.31491 -0.74794 -0.005 -0.004 -0.017
H 2.97038 1.32763 1.64444 0.003 -0.012 -0.001
C 0.51287 -5.82835 0.44830 -0.004 0.014 0.005
C 0.11315 -2.38612 -3.91423 0.005 0.013 -0.004
H -0.25362 -0.70669 -5.23488 0.004 0.002 0.008
H -0.12305 -2.04756 7.23742 0.005 -0.004 0.000
C -4.06484 2.39971 -0.49269 0.006 -0.012 0.018
H 1.26276 -0.89816 -2.82386 0.008 -0.008 0.005
O 1.45539 1.98570 3.68799 0.043 -0.098 0.107
N -0.84294 -0.71777 -2.51740 0.098 0.093 0.049
H 1.83516 4.11947 -4.02447 -0.001 0.004 -0.003
H 5.39938 1.00860 1.24086 -0.004 0.005 0.006
O 0.60537 -0.61391 3.05498 0.063 0.571 0.180
N -2.19831 1.10143 -1.18399 -0.068 0.094 -0.416
C 1.04117 -3.70421 2.05397 0.005 0.078 0.085
P -0.74083 0.72410 -1.76940 0.050 -0.046 0.042
H 4.45581 -2.80567 -0.50225 -0.002 -0.004 0.009
H 1.03062 -2.65967 -4.43096 -0.002 0.001 -0.003
H -3.32908 -0.59674 -1.79858 -0.031 0.053 0.023
C 0.38818 -1.53846 -2.67334 -0.009 -0.009 -0.006
Cl 1.94701 -1.87009 5.29632 0.008 0.008 0.029
N 2.41662 -0.48804 0.81536 0.200 -0.088 0.126
H 1.65601 1.79517 -3.60230 0.007 0.001 0.006
H -2.38941 3.16177 -1.66439 -0.018 0.003 0.027
Se -0.92550 -1.95237 0.76832 -0.016 -0.179 0.082
Cl -2.83795 -1.41080 7.70785 -0.017 -0.001 0.017
C 3.34244 0.42820 1.16579 -0.111 -0.052 0.040
N 7.61899 -1.34481 -0.10314 -0.002 0.008 -0.004
C -4.53563 1.17458 -1.27398 0.002 -0.005 0.047
C -1.73840 -0.92965 -3.68110 -0.023 -0.010 -0.027
C 0.29770 -1.37442 5.25988 -0.013 -0.070 -0.012
H 2.08673 1.46294 4.19752 -0.014 -0.047 0.016
```
Positions in Å, forces in eV/Å.


Energy above the lowest of the compared OMol25 structures with the same formula, charge and spin in kJ/mol, matching the order above: 155.32 34.41